i | ORCA calculation (ωB97M-V/def2-TZVPD) on a molecular structure, CHN3O.

Output
M   71.0 Da
Gap between HOMO and LUMO (spin up / spin down)   8.17 / 8.18 eV
Net charge   0

Positions of all 6 atoms, in Å:
C (0.5090, -0.9725, 0.4578)
N (1.7808, 0.9262, -0.4146)
N (2.8741, -0.3844, 0.2977)
N (1.6764, -0.1960, 0.1504)
O (-0.2144, -1.4939, -0.3265)
H (0.3811, -1.0500, 1.4676)

Löwdin atomic charge list, values in e, 5 entries:
1 C -0.18
2 N 0.19
3 N 0.19
4 N -0.47
5 O 0.17



ii | ORCA calculation (ωB97M-V/def2-TZVPD) on a single CHN3O molecule.

Output
M   71.0 Da
SMILES   [H]/N=[N+](\[O-])C#N
Gap between HOMO and LUMO (spin up / spin down)   9.48 / 9.53 eV
Net charge   0

Positions of all 6 atoms, in Å:
C (-1.1131, 0.4025, 0.0146)
N (-2.2308, 0.6506, 0.0049)
N (1.2128, 0.6610, -0.1156)
N (0.1251, -0.2074, -0.0826)
O (0.1100, -1.4143, 0.0340)
H (1.8960, -0.0924, 0.1447)

Löwdin atomic charge list, values in e, 5 entries:
1 C -0.18
2 N 0.22
3 N 0.18
4 N -0.37
5 O 0.06



The structure with the most favorable energy is ii; the runner-up is 51.1 kcal/mol above it.



i | ORCA calculation (ωB97M-V/def2-TZVPD) on 2 unconnected molecules or ions with the total composition C5H4BrClF2N2.

Output
M   245.5 Da
Gap between HOMO and LUMO (spin up / spin down)   8.36 / 7.96 eV
Net charge   0

Positions of all 15 atoms, in Å:
C (1.5270, 1.7330, 0.6722)
C (1.1558, 1.2165, -0.5471)
C (1.0840, -0.3437, 1.1053)
C (-2.6153, -0.6771, 0.2678)
C (0.1570, -1.0050, -1.0715)
N (1.4600, 0.7871, 1.6693)
N (0.8387, -0.0658, -0.2432)
F (0.2540, -0.6560, -2.3730)
F (0.5133, -2.3015, -0.9171)
Cl (-2.1836, 0.4385, 1.4024)
Br (-3.6464, -0.1800, -1.3439)
H (1.9325, 2.6341, 0.6658)
H (1.3566, 1.4475, -1.5410)
H (0.9262, -1.3307, 1.5429)
H (-2.7597, -1.6970, 0.7111)

Löwdin atomic charge list, values in e, 5 entries:
1 C -0.12
2 C -0.04
3 C -0.15
4 C -1.10
5 C -0.27



ii | ORCA calculation (ωB97M-V/def2-TZVPD) on a molecular structure, C5H4BrClF2N2.

Output
M   245.5 Da
Gap between HOMO and LUMO   9.72 eV
Net charge   0

Positions of all 15 atoms, in Å:
C (-0.1496, -0.8418, 0.0211)
C (-1.3151, -0.0592, 0.1177)
C (0.8480, 0.1144, -0.2540)
C (-2.6529, -0.5641, 0.5768)
C (2.7772, 0.1966, -0.5788)
N (-1.0278, 1.2500, -0.0331)
N (0.2107, 1.2912, -0.3799)
F (2.9141, 1.3720, -1.1466)
F (3.2131, -0.7508, -1.3488)
Cl (0.0696, -2.5243, 0.1899)
Br (3.5933, 0.1265, 1.2016)
H (-3.3449, 0.1220, 0.0858)
H (-2.8192, -1.5942, 0.4845)
H (-2.8693, -0.3036, 1.5928)
H (0.5529, 2.1655, -0.5288)

Löwdin atomic charge list, values in e, 5 entries:
1 C -0.64
2 C -0.34
3 C -0.11
4 C -0.03
5 C -0.84



The structure with the most favorable energy is ii; the runner-up is 47.4 kcal/mol above it.



i | ORCA calculation (ωB97M-V/def2-TZVPD) on a gas-phase ion, H2NO3S (charge -1).

Output
M   96.1 Da
SMILES   NS(=O)(=O)[O-]
Gap between HOMO and LUMO   8.85 eV
Net charge   -1

Positions of all 7 atoms, in Å:
N (1.1213, -0.0435, -0.1580)
O (-1.1903, 0.6604, -0.7705)
O (-0.9716, -1.4659, 0.3636)
O (-0.6676, 0.5159, 1.6525)
S (-0.5714, -0.0689, 0.3221)
H (0.7879, -0.4758, -1.0447)
H (1.4917, 0.8778, -0.3649)

Löwdin atomic charge list, values in e, 5 entries:
1 N -0.13
2 O -0.42
3 O -0.40
4 O -0.41
5 S 0.30



ii | ORCA calculation (ωB97M-V/def2-TZVPD) on 2 unconnected molecules or ions with the total composition H2NO3S.

Output
M   96.1 Da
Gap between HOMO and LUMO (spin up / spin down)   5.52 / 8.12 eV
Net charge   -1

Positions of all 7 atoms, in Å:
N (0.4717, -1.4517, -0.4295)
O (3.1547, -0.0030, -1.0565)
O (3.9596, 0.9181, 1.0292)
O (0.2868, -0.5832, 0.6178)
S (3.1278, -0.0935, 0.3975)
H (1.4299, -1.6904, -0.4366)
H (0.4810, -0.9260, -1.3236)

Löwdin atomic charge list, values in e, 5 entries:
1 N -0.19
2 O -0.56
3 O -0.57
4 O -0.38
5 S 0.69



The structure with the most favorable energy is i; the runner-up is 80.2 kcal/mol above it.